A 7-piece molecular cluster, C21H56O7 overall, computed with ωB97M-V with the def2-TZVPD basis set.

Kohn-Sham gap: 0.3861 hartree
HOMO level: -10.105 eV

Bonds (Å) are listed after each position.
Atoms and positions in Å:
1 C 5.972 3.788 3.497  C2 1.511, H5 1.090, H6 1.090, H7 1.090
2 C 7.320 3.221 3.875  C1 1.511, C3 1.536, O4 1.416, H8 1.090
3 C 7.547 3.005 5.378  C2 1.536, H9 1.090, H10 1.090, H11 1.090
4 O 7.626 2.018 3.193  C2 1.416, H12 0.960
5 H 5.706 4.754 3.926  C1 1.090
6 H 5.184 3.155 3.905  C1 1.090
7 H 5.870 3.831 2.412  C1 1.090
8 H 8.058 3.962 3.566  C2 1.090
9 H 7.491 3.947 5.925  C3 1.090
10 H 8.572 2.685 5.566  C3 1.090
11 H 6.814 2.323 5.809  C3 1.090
12 H 6.882 1.481 3.474  O4 0.960
13 C -7.453 -4.517 -4.994  C14 1.531, H17 1.090, H18 1.090, H19 1.090
14 C -7.843 -5.552 -3.934  C13 1.531, C15 1.551, O16 1.424, H20 1.090
15 C -8.547 -4.840 -2.749  C14 1.551, H21 1.090, H22 1.090, H23 1.090
16 O -8.646 -6.570 -4.524  C14 1.424, H24 0.960
17 H -6.682 -3.913 -4.515  C13 1.090
18 H -8.259 -3.832 -5.257  C13 1.090
19 H -7.005 -5.007 -5.858  C13 1.090
20 H -6.915 -5.972 -3.547  C14 1.090
21 H -8.616 -5.451 -1.848  C15 1.090
22 H -9.529 -4.420 -2.964  C15 1.090
23 H -7.888 -4.067 -2.353  C15 1.090
24 H -9.197 -6.934 -3.828  O16 0.960
25 C -4.608 -6.673 2.791  C26 1.538, H29 1.090, H30 1.090, H31 1.090
26 C -3.546 -5.893 3.583  C25 1.538, C27 1.533, O28 1.397, H32 1.090
27 C -3.662 -6.282 5.061  C26 1.533, H33 1.090, H34 1.090, H35 1.090
28 O -2.329 -6.250 2.999  C26 1.397, H36 0.960
29 H -4.562 -6.454 1.724  C25 1.090
30 H -5.633 -6.476 3.103  C25 1.090
31 H -4.494 -7.753 2.893  C25 1.090
32 H -3.686 -4.812 3.570  C26 1.090
33 H -3.700 -7.367 5.163  C27 1.090
34 H -4.597 -5.878 5.451  C27 1.090
35 H -2.781 -5.893 5.572  C27 1.090
36 H -2.260 -7.208 2.990  O28 0.960
37 C -1.919 -0.959 -0.617  C38 1.534, H41 1.090, H42 1.090, H43 1.090
38 C -0.411 -0.690 -0.537  C37 1.534, C39 1.552, O40 1.431, H44 1.090
39 C -0.019 0.798 -0.331  C38 1.552, H45 1.090, H46 1.090, H47 1.090
40 O 0.138 -1.414 0.568  C38 1.431, H48 0.960
41 H -2.145 -2.017 -0.752  C37 1.090
42 H -2.408 -0.459 -1.453  C37 1.090
43 H -2.467 -0.634 0.267  C37 1.090
44 H -0.030 -1.152 -1.448  C38 1.090
45 H 1.057 0.954 -0.263  C39 1.090
46 H -0.416 1.152 0.620  C39 1.090
47 H -0.452 1.392 -1.136  C39 1.090
48 H -0.369 -2.225 0.653  O40 0.960
49 C -1.450 4.552 -6.930  C50 1.553, H53 1.090, H54 1.090, H55 1.090
50 C -2.275 3.536 -7.766  C49 1.553, C51 1.517, O52 1.387, H56 1.090
51 C -2.986 2.544 -6.865  C50 1.517, H57 1.090, H58 1.090, H59 1.090
52 O -3.339 4.169 -8.391  C50 1.387, H60 0.960
53 H -2.045 5.086 -6.189  C49 1.090
54 H -0.903 5.237 -7.578  C49 1.090
55 H -0.692 3.976 -6.400  C49 1.090
56 H -1.658 2.908 -8.410  C50 1.090
57 H -2.194 1.896 -6.490  C51 1.090
58 H -3.530 1.824 -7.476  C51 1.090
59 H -3.544 2.965 -6.028  C51 1.090
60 H -3.014 4.606 -9.182  O52 0.960
61 C 6.056 -3.456 5.970  C62 1.505, H65 1.090, H66 1.090, H67 1.090
62 C 4.688 -3.304 5.361  C61 1.505, C63 1.502, O64 1.444, H68 1.090
63 C 3.636 -2.708 6.252  C62 1.502, H69 1.090, H70 1.090, H71 1.090
64 O 4.842 -2.317 4.318  C62 1.444, H72 0.960
65 H 6.119 -4.256 6.708  C61 1.090
66 H 6.388 -2.545 6.467  C61 1.090
67 H 6.758 -3.623 5.153  C61 1.090
68 H 4.406 -4.288 4.987  C62 1.090
69 H 3.738 -1.636 6.421  C63 1.090
70 H 3.718 -3.266 7.184  C63 1.090
71 H 2.613 -2.818 5.890  C63 1.090
72 H 4.073 -2.360 3.746  O64 0.960
73 C 2.128 8.246 -1.235  C74 1.602, H77 1.090, H78 1.090, H79 1.090
74 C 3.558 8.496 -1.912  C73 1.602, C75 1.531, O76 1.398, H80 1.090
75 C 3.825 7.435 -2.982  C74 1.531, H81 1.090, H82 1.090, H83 1.090
76 O 3.672 9.781 -2.452  C74 1.398, H84 0.960
77 H 1.363 8.150 -2.006  C73 1.090
78 H 1.922 9.034 -0.511  C73 1.090
79 H 2.128 7.284 -0.722  C73 1.090
80 H 4.340 8.408 -1.158  C74 1.090
81 H 4.772 7.670 -3.467  C75 1.090
82 H 3.194 7.439 -3.871  C75 1.090
83 H 3.930 6.405 -2.641  C75 1.090
84 H 4.601 10.024 -2.424  O76 0.960

Results of the Löwdin charge analysis, in e, for atoms 1 through 6: atom 1 (C): -0.065, atom 2 (C): -0.520, atom 3 (C): -0.059, atom 4 (O): -0.037, atom 5 (H): 0.080, atom 6 (H): 0.076

A 3-piece molecular cluster, C4H5NO overall, computed with ωB97M-V with the def2-TZVPD basis set.

Kohn-Sham gap: 0.4030 hartree
HOMO level: -10.678 eV

Bonds (Å) are listed after each position.
Atoms and positions in Å:
1 C -1.302 -0.219 1.356  C2 1.332, H7 1.085, H9 1.085
2 C -0.221 0.409 0.897  C1 1.332, C5 1.438, H10 1.086
3 C 2.449 -0.596 -0.806  O4 1.136
4 O 2.128 -1.627 -0.454  C3 1.136
5 C -0.300 1.461 -0.079  C2 1.438, N6 1.158
6 N -0.351 2.299 -0.878  C5 1.158
7 H -2.301 0.048 1.025  C1 1.085
8 H -0.199 -0.741 -2.234  H11 0.743
9 H -1.206 -1.019 2.083  C1 1.085
10 H 0.776 0.141 1.233  C2 1.086
11 H 0.308 -0.219 -2.387  H8 0.743

Results of the Löwdin charge analysis, in e, for atoms 1 through 6: atom 1 (C): 0.044, atom 2 (C): -0.198, atom 3 (C): -0.016, atom 4 (O): 0.004, atom 5 (C): -0.272, atom 6 (N): 0.151

A 2-piece molecular cluster, C5H10O overall, computed with ωB97M-V with the def2-TZVPD basis set.

Kohn-Sham gap: 0.3751 hartree
HOMO level: -9.382 eV

Bonds (Å) are listed after each position.
Atoms and positions in Å:
1 C -0.449 -2.118 0.246  C2 1.327, H5 1.078, H6 1.087
2 C -0.387 -0.801 0.089  C1 1.327, C3 1.508, H7 1.075
3 C 0.781 -0.081 -0.538  C2 1.508, C4 1.538, H8 1.098, H9 1.095
4 C 1.905 0.331 0.427  C3 1.538, H10 1.096, H11 1.096, H12 1.098
5 H 0.267 -2.773 -0.222  C1 1.078
6 H -1.323 -2.545 0.730  C1 1.087
7 H -1.429 -0.577 -0.042  C2 1.075
8 H 1.206 -0.775 -1.275  C3 1.098
9 H 0.435 0.800 -1.089  C3 1.095
10 H 2.301 -0.532 0.974  C4 1.096
11 H 1.569 1.068 1.166  C4 1.096
12 H 2.738 0.778 -0.131  C4 1.098
13 C -1.905 1.810 -0.079  O14 1.205, H15 1.108, H16 1.108
14 O -2.087 1.646 -1.258  C13 1.205
15 H -0.955 2.218 0.322  C13 1.108
16 H -2.668 1.553 0.681  C13 1.108

Results of the Löwdin charge analysis, in e, for atoms 1 through 6: atom 1 (C): 0.002, atom 2 (C): -0.210, atom 3 (C): -0.265, atom 4 (C): -0.109, atom 5 (H): 0.060, atom 6 (H): 0.058

A 11-piece molecular cluster, C15H53N22O14S2 overall, computed with ωB97M-V with the def2-TZVPD basis set.

Kohn-Sham gap: 0.2483 hartree
Charge: -1
HOMO level: -5.501 eV

Bonds (Å) are listed after each position.
Atoms and positions in Å:
1 N 0.106 0.754 -0.715  C2 1.513, H14 1.045, H15 1.044
2 C -0.060 -0.533 0.064  N1 1.513, C3 1.673, H16 1.175, H17 1.194
3 C 1.332 -1.460 0.073  C2 1.673, C4 1.660, H18 1.193, H19 1.189
4 C 2.591 -0.708 -0.705  C3 1.660, C5 1.641, H20 1.194, H21 1.173
5 C 4.017 -1.455 -0.389  C4 1.641, C6 1.639, H22 1.194, H23 1.192
6 C 4.479 -2.569 -1.499  C5 1.639, S7 1.873, H24 1.194, H25 1.194
7 S 3.098 -3.624 -2.195  C6 1.873, O8 1.571, O9 1.579, N10 1.748
8 O 2.485 -4.540 -1.075  S7 1.571
9 O 3.783 -4.629 -3.201  S7 1.579
10 N 1.902 -2.758 -3.131  S7 1.748, S11 1.748
11 S 2.613 -1.902 -4.480  N10 1.748, O12 1.577, O13 1.578, H26 1.405
12 O 2.354 -2.793 -5.757  S11 1.577
13 O 1.722 -0.619 -4.701  S11 1.578
14 H 0.218 0.490 -1.720  N1 1.045
15 H -0.749 1.329 -0.552  N1 1.044
16 H -0.294 -0.324 1.196  C2 1.175
17 H -0.954 -1.175 -0.398  C2 1.194
18 H 1.657 -1.723 1.190  C3 1.193
19 H 1.010 -2.479 -0.451  C3 1.189
20 H 2.666 0.370 -0.197  C4 1.194
21 H 2.386 -0.506 -1.842  C4 1.173
22 H 4.849 -0.598 -0.413  C5 1.194
23 H 4.013 -1.859 0.732  C5 1.192
24 H 5.149 -2.046 -2.336  C6 1.194
25 H 5.225 -3.311 -0.934  C6 1.194
26 H 3.963 -1.552 -4.315  S11 1.405
27 C -2.089 3.890 0.623  O28 1.221, N29 1.345, N30 1.345
28 O -1.877 3.140 -0.316  C27 1.221
29 N -3.168 3.774 1.419  C27 1.345, H31 1.006, H32 1.012
30 N -1.262 4.901 0.947  C27 1.345, H33 1.012, H34 1.006
31 H -3.359 4.382 2.197  N29 1.006
32 H -3.816 3.026 1.209  N29 1.012
33 H -0.438 5.023 0.374  N30 1.012
34 H -1.419 5.529 1.717  N30 1.006
35 C 4.981 -0.102 -7.001  O36 1.221, N37 1.345, N38 1.345
36 O 4.865 -0.184 -5.788  C35 1.221
37 N 4.480 -1.023 -7.844  C35 1.345, H39 1.006, H40 1.012
38 N 5.621 0.917 -7.603  C35 1.345, H41 1.012, H42 1.006
39 H 4.566 -0.972 -8.845  N37 1.006
40 H 3.991 -1.807 -7.431  N37 1.012
41 H 6.013 1.633 -7.005  N38 1.012
42 H 5.726 1.003 -8.600  N38 1.006
43 C 0.224 -4.357 1.629  O44 1.221, N45 1.345, N46 1.345
44 O 0.518 -3.175 1.556  C43 1.221
45 N -0.799 -4.808 2.377  C43 1.345, H47 1.006, H48 1.012
46 N 0.895 -5.316 0.966  C43 1.345, H49 1.012, H50 1.006
47 H -1.057 -5.777 2.450  N45 1.006
48 H -1.331 -4.118 2.893  N45 1.012
49 H 1.673 -5.019 0.390  N46 1.012
50 H 0.668 -6.295 1.012  N46 1.006
51 C 0.547 0.379 -8.571  O52 1.221, N53 1.345, N54 1.345
52 O 0.288 0.318 -9.763  C51 1.221
53 N 0.395 1.505 -7.851  C51 1.345, H55 1.006, H56 1.012
54 N 1.008 -0.674 -7.872  C51 1.345, H57 1.012, H58 1.006
55 H 0.604 1.575 -6.869  N53 1.006
56 H 0.051 2.321 -8.339  N53 1.012
57 H 1.136 -1.541 -8.377  N54 1.012
58 H 1.227 -0.643 -6.891  N54 1.006
59 C -2.770 -5.387 -0.745  O60 1.221, N61 1.345, N62 1.345
60 O -3.255 -5.997 0.194  C59 1.221
61 N -1.529 -4.867 -0.713  C59 1.345, H63 1.006, H64 1.012
62 N -3.433 -5.179 -1.898  C59 1.345, H65 1.012, H66 1.006
63 H -1.113 -4.361 -1.477  N61 1.006
64 H -0.996 -5.001 0.136  N61 1.012
65 H -4.370 -5.554 -1.964  N62 1.012
66 H -3.050 -4.679 -2.682  N62 1.006
67 C -2.700 2.412 5.296  O68 1.221, N69 1.345, N70 1.345
68 O -2.405 3.594 5.224  C67 1.221
69 N -3.722 1.961 6.045  C67 1.345, H71 1.006, H72 1.012
70 N -2.028 1.453 4.633  C67 1.345, H73 1.012, H74 1.006
71 H -3.980 0.992 6.117  N69 1.006
72 H -4.254 2.651 6.561  N69 1.012
73 H -1.251 1.750 4.058  N70 1.012
74 H -2.256 0.474 4.680  N70 1.006
75 C -2.347 3.744 10.280  O76 1.221, N77 1.345, N78 1.345
76 O -2.464 3.661 11.493  C75 1.221
77 N -2.848 2.823 9.437  C75 1.345, H79 1.006, H80 1.012
78 N -1.708 4.763 9.678  C75 1.345, H81 1.012, H82 1.006
79 H -2.763 2.873 8.436  N77 1.006
80 H -3.337 2.039 9.850  N77 1.012
81 H -1.316 5.478 10.277  N78 1.012
82 H -1.602 4.848 8.681  N78 1.006
83 C 1.595 0.711 5.280  O84 1.221, N85 1.345, N86 1.345
84 O 1.335 0.650 4.088  C83 1.221
85 N 1.443 1.837 6.000  C83 1.345, H87 1.006, H88 1.012
86 N 2.055 -0.342 5.979  C83 1.345, H89 1.012, H90 1.006
87 H 1.651 1.907 6.982  N85 1.006
88 H 1.098 2.653 5.512  N85 1.012
89 H 2.184 -1.209 5.474  N86 1.012
90 H 2.275 -0.311 6.960  N86 1.006
91 C -6.278 -0.487 7.789  O92 1.221, N93 1.345, N94 1.345
92 O -5.809 0.086 6.819  C91 1.221
93 N -7.217 -1.445 7.685  C91 1.345, H95 1.006, H96 1.012
94 N -5.899 -0.211 9.050  C91 1.345, H97 1.012, H98 1.006
95 H -7.615 -1.928 8.472  N93 1.006
96 H -7.530 -1.684 6.753  N93 1.012
97 H -5.195 0.504 9.173  N94 1.012
98 H -6.274 -0.672 9.862  N94 1.006
99 C 0.983 4.876 -10.038  O100 1.221, N101 1.345, N102 1.345
100 O -0.019 5.125 -9.385  C99 1.221
101 N 1.191 3.683 -10.624  C99 1.345, H103 1.006, H104 1.012
102 N 1.967 5.773 -10.231  C99 1.345, H105 1.012, H106 1.006
103 H 2.009 3.460 -11.166  N101 1.006
104 H 0.475 2.979 -10.504  N101 1.012
105 H 1.849 6.684 -9.806  N102 1.012
106 H 2.798 5.587 -10.765  N102 1.006

Results of the Löwdin charge analysis, in e, for atoms 1 through 6: atom 1 (N): -0.046, atom 2 (C): -0.260, atom 3 (C): -0.203, atom 4 (C): -0.225, atom 5 (C): -0.232, atom 6 (C): -0.275

Sequential energy above the lowest of the compared OMol25 structures with the same formula, charge and spin output: 64.5 53.2 60.8 113.5 kcal/mol
Sequential molar mass output: 420.672 83.090 86.134 829.863 g mol⁻¹
Sequential electronic energy output: -1360.29636 -285.32977 -271.65569 -3657.96889 a.u.